A structure of composition C36H62BrHgINO5S2Si2, computed with ωB97M-V/def2-TZVPD.

For the HOMO energy (spin up / spin down), the calculation gives -2.08 / -2.26 eV. The net charge is -2. The multiplicity is 2. As for the expectation value of S²: 0.759. The calculation puts the energy relative to the best compared isomer or geometry (same formula, charge and spin) at 15.63 kJ/mol. The largest force on an atom is 0.8 eV/A. The frontier orbital gap (spin up / spin down) comes out at 5.639 / 5.423 eV.

Element x y z (Å)
Hg1 0.5817 0.2588 -1.0461
I1 0.6162 -1.7969 6.6397
Br1 -2.7446 -1.1942 0.5708
S1 0.3724 3.3703 -1.6375
S2 2.7672 0.3662 1.1437
Si1 -4.2186 -2.8370 0.1698
Si2 4.7339 0.3061 0.5237
O1 5.4629 1.6443 1.1598
O2 -0.0064 -2.7533 -0.3922
O3 5.5749 -1.0233 1.0521
O4 5.0692 0.3212 -1.0888
O5 0.6214 -4.7949 0.2923
N1 -1.9241 2.0876 -1.1897
C1 3.9105 -1.6969 -1.8268
C2 6.4012 -1.4700 -1.9839
C3 7.7904 1.8249 0.5813
C4 6.0583 3.1816 -0.6320
C5 0.3650 -1.3900 3.6289
C6 0.3129 -1.7861 2.2973
C7 -2.8249 -3.2742 -2.2730
C8 5.0647 -0.7246 -2.0523
C9 5.4579 -1.8029 2.2376
C10 -4.8768 -1.9222 -2.4652
C11 -4.2585 -3.1225 -1.7355
C12 0.4560 -3.1159 1.9366
C13 -4.8417 -5.3333 1.4549
C14 0.5490 -2.3593 4.5939
C15 -1.8782 4.3813 -0.5006
C16 -3.6618 -4.3892 1.1732
C17 6.5293 3.6410 1.7762
C18 -5.8450 -2.0030 2.3888
C19 0.3666 -3.5853 0.4708
C20 4.3489 -2.8381 2.0565
C21 -2.5867 -5.1866 0.4201
C22 -7.1199 -2.8662 0.4274
C23 -5.8812 -2.0651 0.8547
C24 -6.0800 -0.6149 0.3816
C25 0.6953 -3.6992 4.2740
C26 -3.0291 -3.9640 2.5075
C27 6.4476 2.5507 0.7071
C28 -3.8821 3.1038 -0.2424
C29 0.6527 -4.0636 2.9363
C30 4.9146 -0.0437 -3.4120
C31 -5.0630 -4.3745 -2.1152
C32 6.8139 -2.4898 2.4121
C33 -1.2431 3.2468 -1.0647
C34 -3.1874 4.3031 -0.0890
C35 -3.1930 2.0388 -0.7921
C36 5.1616 -0.9279 3.4569
H1 7.2597 4.4048 1.4988
H2 -1.3142 5.2980 -0.4030
H3 2.9622 -1.1600 -1.7999
H4 -3.6742 5.1709 0.3435
H5 -6.7576 -1.5164 2.7518
H6 3.3929 -2.3283 1.9312
H7 6.8126 3.1999 2.7336
H8 -7.0634 -3.9122 0.7327
H9 -4.6120 -5.2827 -1.7140
H10 -5.5763 -4.8849 2.1248
H11 7.5822 -1.7371 2.6033
H12 -2.2083 -5.9821 1.0700
H13 -6.0958 -4.3239 -1.7618
H14 6.7905 -3.1969 3.2437
H15 -2.8535 -3.3179 -3.3680
H16 4.2882 -3.4998 2.9236
H17 5.2493 -1.5173 4.3722
H18 -2.1897 -2.4347 -1.9877
H19 -6.9434 -0.1841 0.9019
H20 -5.9361 -1.8010 -2.2322
H21 -4.3512 -0.9973 -2.2187
H22 -6.2717 -0.5504 -0.6881
H23 -4.7925 -2.0769 -3.5461
H24 0.8410 -4.4403 5.0489
H25 7.2244 -0.7811 -2.1895
H26 6.4261 -2.2854 -2.7104
H27 4.5354 -3.4426 1.1661
H28 8.0563 1.3771 1.5408
H29 -8.0128 -2.4282 0.8885
H30 8.5798 2.5143 0.2715
H31 -3.6869 1.0827 -0.9293
H32 -3.7088 -3.3942 3.1402
H33 4.0209 -2.2120 -0.8725
H34 -2.7159 -4.8560 3.0609
H35 5.7266 0.6706 -3.5648
H36 0.1726 -1.0434 1.5273
H37 4.9333 -0.7846 -4.2137
H38 7.6962 1.0233 -0.1534
H39 -5.0883 -4.4720 -3.2061
H40 -2.9807 -5.6587 -0.4816
H41 -5.3529 -5.6281 0.5343
H42 7.0735 -3.0229 1.4954
H43 -1.7270 -4.5710 0.1513
H44 6.5291 -1.8718 -0.9801
H45 -5.2112 -0.0003 0.6098
H46 4.1523 -0.5228 3.3800
H47 -4.9157 3.0000 0.0614
H48 -7.2576 -2.8349 -0.6553
H49 5.0653 3.6264 -0.5490
H50 6.0131 2.4162 -1.4024
H51 0.7742 -5.0969 2.6375
H52 3.9700 0.5010 -3.4429
H53 -2.1372 -3.3609 2.3405
H54 -4.4673 -6.2428 1.9361
H55 -2.3368 -4.1780 -1.9171
H56 5.8581 -0.0871 3.4897
H57 3.8775 -2.4374 -2.6280
H58 0.2745 -0.3432 3.8836
H59 6.7824 3.9495 -0.9152
H60 -4.9920 -1.4165 2.7345
H61 5.5472 4.1010 1.8874
H62 -5.7971 -2.9908 2.8454

Cartesian forces (eV/Å) of the 3 atoms listed first:
Hg 0.44 0.60 0.33
I -0.01 -0.05 -0.27
Br -0.03 -0.15 -0.06

Atomic partial charges in e from the Mulliken method, atoms 1 to 6:
1. Hg 0.66
2. I -0.04
3. Br -0.30
4. S -0.40
5. S -0.52
6. Si -0.50